[1]
The following is a DFT calculation (ωB97M-V with the def2-TZVPD basis set) of a molecular structure, C36H42BBeF4N6O2.

ΔE to the lowest compared entry with this formula, charge and spin, kJ/mol: 0.0
Lowest unoccupied orbital energy, eV: -5.1
Largest force on an atom, hartree/bohr: 0.0634
HOMO, Ha: -0.3932
E_tot, eV: -62994.282
Charge: +1
2S+1: 1

Structure (XYZ):
```
92
Properties=species:S:1:pos:R:3:mulliken_charge:R:1
Be 0.4867 1.7445 -2.1499 1.1715
B -1.0898 0.3900 0.0014 0.3429
F -1.3413 -0.0795 1.3123 -0.2855
F 0.1774 -0.0257 -0.3647 -0.0949
F -2.1627 0.1226 -0.8288 -0.3195
F -1.0838 1.8007 0.0367 -0.2971
N 3.0050 0.9309 -1.8104 0.4083
C 3.3130 -0.2911 -1.3447 -0.0419
C 4.6015 -0.6823 -1.0373 -0.8604
C 5.6460 0.2078 -1.2603 -0.3518
C 5.3535 1.4272 -1.8507 -0.6159
C 4.0279 1.7607 -2.1253 -0.4008
H 2.4553 -0.8850 -1.0573 0.2577
H 4.7422 -1.6552 -0.5880 0.4757
H 6.6814 -0.0591 -1.1013 0.4240
H 6.1521 2.1129 -2.0959 0.4262
H 3.8801 2.7151 -2.6119 0.3662
N 2.3348 -3.2002 0.8762 -0.5523
C 2.3379 -4.4551 0.4196 -0.5827
C 1.1859 -5.1312 0.0535 -0.5724
C -0.0234 -4.4590 0.1512 -0.6110
C -0.0850 -3.1685 0.6594 0.1923
C 1.1394 -2.6167 1.0257 -0.5248
H 3.2835 -4.9804 0.4755 0.4292
H 1.1400 -6.1828 -0.1919 0.4649
H -0.9285 -4.9825 -0.1311 0.3858
H -1.0234 -2.6535 0.7866 0.7349
H 1.1218 -1.6374 1.4893 0.7360
N 1.5256 2.9385 0.0271 0.4383
C 1.8390 4.2292 -0.0648 -0.2092
C 2.5505 4.8900 0.9452 -0.8056
C 2.8368 4.2052 2.1110 -0.3930
C 2.5614 2.8548 2.2087 -0.9757
C 1.8868 2.2765 1.1480 -0.2925
H 1.6366 4.7094 -1.0134 0.2815
H 2.6973 5.9436 0.7534 0.4307
H 3.3899 4.7310 2.8784 0.4076
H 2.8790 2.2350 3.0335 0.4963
H 1.6504 1.2216 1.1139 0.6687
N 0.8726 1.4402 4.6145 -0.5140
C -0.1973 1.0317 3.9098 0.2699
C -1.4785 1.5084 4.1208 -0.6025
C -1.6496 2.5595 4.9862 -0.3312
C -0.5643 3.0019 5.7584 -0.3887
C 0.6593 2.3760 5.5483 -0.3283
H 0.0581 0.4360 3.0440 0.3920
H -2.2222 1.2296 3.3860 0.3445
H -2.6092 3.0498 5.0829 0.3963
H -0.6005 3.8853 6.3790 0.3813
H 1.5525 2.7697 6.0188 0.3954
N -1.3261 3.5433 -2.1436 0.0296
C -2.5489 3.3804 -1.6265 -0.0151
C -3.5591 4.3379 -1.6714 -0.8865
C -3.2837 5.5626 -2.2740 -0.1469
C -2.0467 5.7185 -2.8770 -0.7773
C -1.0793 4.7668 -2.7163 -0.1879
H -2.8358 2.4136 -1.2368 0.4133
H -4.5109 4.1051 -1.2177 0.4307
H -4.0410 6.3303 -2.2007 0.4146
H -2.0094 6.6629 -3.4045 0.3689
H -0.0631 4.9396 -3.0416 0.4528
N 0.9169 -0.3997 -3.3804 0.5872
C 0.5288 -1.6277 -2.9620 -0.5396
C 0.7347 -2.8101 -3.6388 -0.7766
C 1.2964 -2.7193 -4.9069 -0.4522
C 1.5657 -1.4655 -5.4331 -0.7920
C 1.3575 -0.3216 -4.6576 -0.2282
H 0.1456 -1.7170 -1.9528 0.6427
H 0.4390 -3.7953 -3.3109 0.4978
H 1.4550 -3.6371 -5.4560 0.4460
H 1.9513 -1.3113 -6.4308 0.4123
H 1.5893 0.6707 -5.0171 0.3627
C -4.5455 -2.1755 -2.9647 -1.1347
C -3.4245 -3.0081 -2.4040 0.5264
O -2.7306 -3.7081 -3.1237 -0.5876
C -3.2347 -3.0289 -0.9053 0.1480
H -4.5478 -2.2080 -4.0506 0.3407
H -4.3258 -1.1534 -2.6423 0.2078
H -5.4792 -2.4741 -2.4891 0.3502
H -3.9036 -2.3963 -0.3218 0.3532
H -2.2568 -2.6387 -0.6294 -0.7497
H -3.2669 -4.0537 -0.5352 0.4475
C -1.3439 -2.5498 4.1033 -0.2571
C -2.4057 -3.5640 4.4362 0.5209
O -2.9360 -3.5158 5.5249 -0.5697
C -2.8341 -4.5509 3.3792 -0.8307
H -0.4045 -3.0864 3.9608 0.3640
H -1.2384 -1.8159 4.9005 0.3532
H -1.6476 -1.9401 3.2488 -0.2356
H -3.2061 -4.0018 2.5125 0.0993
H -3.5998 -5.2316 3.7424 0.3533
H -1.9464 -5.1161 3.0863 0.2777
```

[2]
The following is a DFT calculation (ωB97M-V with the def2-TZVPD basis set) of a molecular structure, C36H42BN7O3S2V.

⟨S²⟩: 2.036
Lowest unoccupied orbital energy (spin up / spin down), eV: -2.9 / -3.1
Largest force on an atom, hartree/bohr: 0.0485
HOMO (spin up / spin down), Ha: -0.3459 / -0.3586
E_tot, eV: -102622.488
Charge: +1
2S+1: 3

Structure (XYZ):
```
92
Properties=species:S:1:pos:R:3:lowdin_spin:R:1
V 0.3593 1.2147 0.4166 1.8074
S 2.5269 1.9184 1.6041 -0.0194
C 1.2816 2.7460 2.4600 0.0181
C 1.4028 3.6099 3.5536 -0.0031
C 0.2475 4.1204 4.1113 0.0179
C -0.9976 3.7689 3.5828 -0.0005
C -1.0358 2.9137 2.5035 0.0138
N 0.0822 2.4256 1.9487 -0.0053
H 2.3819 3.8469 3.9454 -0.0009
H 0.2985 4.7781 4.9700 0.0010
H -1.9133 4.1514 4.0105 -0.0004
H -1.9754 2.6025 2.0611 0.0010
C -6.1649 -10.5453 -0.8861 0.0000
O -5.8154 -9.9020 0.3288 -0.0003
C -5.1397 -8.7403 0.2596 -0.0004
C -4.7931 -8.1635 1.4841 0.0000
C -4.0990 -6.9767 1.5212 -0.0004
C -3.7318 -6.3273 0.3380 0.0000
C -4.0814 -6.9099 -0.8782 -0.0005
C -4.7775 -8.1039 -0.9259 0.0001
C -2.9971 -5.0699 0.3328 -0.0026
N -2.6734 -4.3833 -0.7416 -0.0010
C -1.9935 -3.2905 -0.2953 -0.0047
C -1.8980 -3.3048 1.0873 0.0015
N -2.5431 -4.4497 1.4701 -0.0001
C -1.1941 -2.3205 1.8329 -0.0001
C -1.0087 -2.3158 3.2206 0.0455
C -0.2358 -1.3222 3.7800 -0.0035
C 0.3151 -0.3370 2.9697 0.0481
N 0.1121 -0.2775 1.6534 0.0062
C -0.6178 -1.2726 1.0837 0.0340
C -0.7879 -1.1936 -0.3372 0.0126
N -0.2774 -0.0915 -0.9499 0.0029
C -0.4100 0.0050 -2.2715 0.0151
C -0.9961 -0.9861 -3.0493 0.0022
C -1.5122 -2.1125 -2.4459 0.0117
C -1.4386 -2.2161 -1.0542 0.0033
H -6.6718 -11.4627 -0.6044 0.0000
H -5.2769 -10.7854 -1.4756 0.0000
H -6.8407 -9.9280 -1.4830 0.0000
H -5.0831 -8.6780 2.3903 0.0000
H -3.8474 -6.5613 2.4898 0.0000
H -3.7920 -6.4061 -1.7898 0.0000
H -5.0297 -8.5310 -1.8857 0.0000
H -2.6701 -4.7820 2.4084 0.0000
H -1.4543 -3.0856 3.8369 0.0026
H -0.0522 -1.2961 4.8444 -0.0012
H 0.9518 0.4230 3.3981 0.0030
H -0.0230 0.9120 -2.7214 0.0009
H -1.0419 -0.8594 -4.1216 -0.0002
H -1.9769 -2.9102 -3.0093 0.0005
C 5.0665 -0.2405 -1.1066 -0.0002
C 3.7940 -0.0048 -1.9136 -0.0023
C 3.7311 -0.9943 -3.0692 0.0000
O 2.6837 -0.2915 -1.0278 -0.0027
B 1.9639 0.8368 -0.7873 -0.0178
O 2.4143 1.9053 -1.5487 0.0006
C 3.5595 1.4994 -2.3431 -0.0018
C 4.7127 2.4358 -1.9976 0.0001
C 3.1792 1.6957 -3.8062 0.0000
H 5.1090 -1.2929 -0.8274 0.0000
H 5.0634 0.3491 -0.1904 0.0000
H 5.9591 -0.0033 -1.6845 -0.0001
H 3.9279 -1.9963 -2.6892 0.0000
H 4.4818 -0.7566 -3.8229 -0.0001
H 2.7444 -0.9943 -3.5309 0.0000
H 4.8882 2.4516 -0.9225 0.0000
H 4.4681 3.4464 -2.3278 0.0000
H 5.6261 2.1256 -2.5040 -0.0001
H 2.3290 1.0754 -4.0883 0.0000
H 4.0184 1.4694 -4.4636 0.0000
H 2.8961 2.7387 -3.9503 0.0000
C -1.3749 7.5060 1.2278 0.0001
C -0.1037 6.7235 0.9455 0.0004
N -0.4587 5.4196 0.3908 0.0011
C 0.2866 4.4913 -0.2072 0.0074
S -0.5399 3.1264 -0.8713 0.0049
N 1.5945 4.5497 -0.3562 0.0040
C 2.5761 5.5113 0.1275 0.0006
C 2.9775 6.5128 -0.9525 0.0002
H -1.1263 8.4719 1.6632 0.0000
H -2.0084 6.9703 1.9372 0.0000
H -1.9385 7.6744 0.3098 0.0000
H 0.4586 6.5996 1.8738 0.0000
H 0.5175 7.2680 0.2328 0.0001
H -1.4378 5.1860 0.4196 0.0000
H 1.9770 3.7611 -0.8798 0.0005
H 3.4474 4.9313 0.4335 0.0003
H 2.1986 6.0251 1.0074 0.0000
H 3.3032 5.9875 -1.8505 0.0000
H 3.8022 7.1319 -0.5994 0.0000
H 2.1415 7.1591 -1.2218 0.0000
```